Record 1
Entry from the OMol25 dataset: a 8-piece molecular cluster, C33H64F2O10Si overall at a distorted geometry (the ωB97M-V functional and the def2-TZVPD basis).

```
110
Properties=species:S:1:pos:R:3:mulliken_charge:R:1
C 4.09 -2.27 0.95 -1.02
C 4.52 -1.07 1.90 -0.12
O 5.25 -0.13 1.08 -0.44
C 4.54 1.03 0.81 0.24
C 5.20 2.22 0.98 -0.74
C 4.51 3.60 0.66 0.28
O 4.99 4.58 1.17 -0.57
C 3.26 3.61 -0.30 0.11
C 2.86 4.94 -1.00 1.19
F 3.76 5.13 -2.08 -0.36
F 3.04 6.07 -0.19 -0.30
C 1.42 4.99 -1.61 -0.94
C 0.32 5.65 -0.68 -0.60
Si -0.46 4.48 0.61 0.09
C 0.73 3.98 2.03 -0.98
C -1.86 5.51 1.47 -1.18
C -1.36 2.97 -0.15 0.82
C -1.94 2.02 0.83 -0.28
C -2.70 0.83 0.44 -0.82
C -2.88 0.60 -1.01 -0.34
C -2.28 1.52 -2.00 -0.46
C -1.51 2.72 -1.59 -0.15
C 2.64 2.42 -0.46 -0.09
C 3.08 1.11 0.30 0.49
O 2.22 0.27 0.45 -0.55
H 3.67 -3.14 1.52 0.35
H 5.00 -2.56 0.37 0.30
H 3.31 -1.96 0.20 0.25
H 5.13 -1.52 2.73 0.28
H 3.58 -0.63 2.33 0.24
H 6.24 2.24 1.34 0.37
H 1.50 5.64 -2.53 0.30
H 1.03 4.01 -1.96 0.19
H -0.53 5.95 -1.37 0.29
H 0.63 6.58 -0.15 0.51
H 1.79 4.30 1.88 0.30
H 0.38 4.48 2.98 0.44
H 0.66 2.87 2.25 0.23
H -2.25 4.90 2.33 0.27
H -1.46 6.51 1.79 0.30
H -2.66 5.61 0.68 0.30
H -1.83 2.21 1.93 0.22
H -3.15 0.12 1.18 0.29
H -3.49 -0.28 -1.32 0.38
H -2.42 1.34 -3.11 0.31
H -1.07 3.41 -2.34 0.22
H 1.76 2.31 -1.14 0.35
C 8.27 3.48 4.19 -0.76
C 9.35 2.44 3.95 -0.29
O 8.77 1.15 3.79 -0.42
H 7.69 3.22 5.09 0.25
H 8.70 4.47 4.33 0.35
H 7.56 3.50 3.36 0.10
H 10.04 2.40 4.80 0.32
H 9.93 2.69 3.05 0.24
H 8.18 1.19 3.03 0.24
C 7.64 -2.28 5.88 -0.87
C 8.99 -2.77 5.40 -0.24
O 9.24 -2.31 4.08 -0.50
H 6.85 -2.63 5.22 0.18
H 7.44 -2.64 6.90 0.32
H 7.61 -1.19 5.89 0.28
H 9.02 -3.86 5.38 0.29
H 9.80 -2.42 6.05 0.25
H 9.23 -1.34 4.10 0.28
C -2.53 -2.15 -4.54 -0.95
C -3.52 -1.16 -5.13 -0.19
O -2.96 0.16 -5.12 -0.53
H -2.27 -1.87 -3.52 0.17
H -2.94 -3.16 -4.53 0.36
H -1.60 -2.16 -5.12 0.30
H -4.43 -1.14 -4.54 0.30
H -3.77 -1.43 -6.16 0.21
H -2.15 0.13 -5.65 0.29
C -7.46 -1.68 0.65 -1.23
C -6.00 -1.34 0.86 -0.01
O -5.72 -0.02 0.40 -0.48
H -7.72 -1.60 -0.41 0.35
H -7.68 -2.69 1.00 0.32
H -8.10 -0.97 1.19 0.33
H -5.36 -2.03 0.30 0.30
H -5.74 -1.40 1.92 0.15
H -6.28 0.59 0.90 0.26
C -0.02 -6.69 -3.90 -1.11
C -0.36 -5.33 -4.49 -0.20
O -1.18 -4.59 -3.60 -0.44
H -0.94 -7.25 -3.69 0.28
H 0.60 -7.27 -4.58 0.34
H 0.50 -6.58 -2.95 0.34
H -0.90 -5.45 -5.43 0.29
H 0.55 -4.76 -4.69 0.28
H -0.70 -4.48 -2.77 0.25
C -6.62 -0.59 -7.24 -0.91
C -6.75 -2.06 -7.59 -0.28
O -7.30 -2.78 -6.50 -0.52
H -5.98 -0.46 -6.36 0.18
H -6.19 -0.02 -8.07 0.28
H -7.59 -0.16 -7.00 0.40
H -5.77 -2.49 -7.82 0.28
H -7.39 -2.19 -8.47 0.30
H -8.17 -2.41 -6.31 0.30
C -7.05 -4.45 5.03 -1.10
C -6.26 -3.31 4.41 -0.17
O -7.14 -2.31 3.92 -0.48
H -7.72 -4.89 4.29 0.29
H -6.38 -5.23 5.40 0.33
H -7.66 -4.09 5.86 0.32
H -5.66 -3.67 3.57 0.28
H -5.58 -2.86 5.14 0.28
H -7.66 -1.98 4.67 0.27
```

***

Record 2
Entry from the OMol25 dataset: a 14-piece molecular cluster, C52H144N12O14 overall at a distorted geometry (the ωB97M-V functional and the def2-TZVPD basis).

```
222
Properties=species:S:1:pos:R:3:mulliken_charge:R:1
C 6.69 -2.56 -0.07 -1.00
C 5.61 -3.02 -1.11 0.38
C 4.76 -4.19 -0.59 -0.93
O 3.79 -3.74 0.38 0.41
C 3.70 -4.49 1.60 -0.29
N 4.66 -1.95 -1.48 2.10
H 7.00 -1.51 -0.36 0.20
H 7.51 -3.24 0.12 0.53
H 6.28 -2.51 0.93 -0.19
H 6.12 -3.29 -2.07 0.45
H 5.40 -4.99 -0.11 0.51
H 4.23 -4.65 -1.45 0.23
H 2.71 -4.70 1.92 -0.44
H 4.25 -3.92 2.41 0.05
H 4.13 -5.50 1.40 0.50
H 5.14 -1.11 -1.72 -0.66
H 3.95 -1.80 -0.75 -0.66
C 4.61 3.02 0.52 -1.73
C 4.90 1.69 -0.25 1.63
C 6.04 1.87 -1.24 -1.61
O 6.03 0.77 -2.13 0.01
C 6.77 0.96 -3.32 -1.06
N 5.15 0.68 0.75 0.16
H 4.13 3.81 -0.06 0.31
H 5.52 3.52 0.98 0.38
H 3.94 2.80 1.36 0.40
H 3.96 1.32 -0.73 -0.67
H 7.00 1.87 -0.76 0.55
H 5.96 2.76 -1.82 0.46
H 6.40 1.76 -3.91 0.34
H 6.78 0.03 -3.91 0.29
H 7.83 1.18 -3.13 0.32
H 5.81 1.09 1.40 0.31
H 5.40 -0.27 0.47 -0.31
C 5.17 -0.20 5.24 -1.54
C 5.08 -1.55 4.49 0.08
C 3.75 -2.24 4.79 0.37
O 3.71 -2.64 6.14 -0.45
C 2.61 -3.45 6.51 -0.60
N 5.36 -1.37 3.04 -0.10
H 4.30 0.45 5.20 0.30
H 6.11 0.31 4.92 0.37
H 5.27 -0.44 6.33 0.42
H 5.88 -2.21 4.93 0.42
H 3.53 -3.11 4.14 -0.10
H 2.90 -1.53 4.63 -0.04
H 1.66 -2.92 6.46 0.25
H 2.84 -3.83 7.51 0.35
H 2.55 -4.36 5.81 0.20
H 6.37 -1.15 2.87 0.34
H 4.85 -0.61 2.65 -0.29
C -3.37 -2.94 6.87 -1.57
C -2.65 -4.05 6.06 0.98
C -1.35 -3.49 5.52 -0.78
O -1.76 -2.71 4.34 0.40
C -0.66 -2.11 3.76 0.22
N -2.35 -5.11 7.06 -0.65
H -2.86 -2.82 7.85 0.51
H -4.40 -3.26 7.12 0.40
H -3.30 -1.99 6.34 0.26
H -3.25 -4.36 5.22 0.19
H -0.62 -4.26 5.21 0.17
H -0.96 -2.86 6.36 0.05
H -0.02 -1.58 4.46 0.27
H -1.12 -1.45 3.03 -0.32
H -0.05 -2.85 3.25 -0.44
H -2.83 -4.92 7.92 0.21
H -2.51 -6.05 6.86 0.19
C 1.90 -1.66 -3.28 0.68
C 2.68 -2.13 -4.51 0.43
C 3.82 -1.15 -4.99 -0.51
O 3.23 0.15 -5.16 0.14
C 3.73 0.92 -6.23 -0.92
N 3.41 -3.37 -4.25 -0.93
H 2.60 -1.22 -2.55 -0.64
H 1.34 -2.51 -2.79 -0.36
H 1.20 -0.85 -3.48 0.43
H 2.07 -2.30 -5.43 0.31
H 4.34 -1.61 -5.86 0.47
H 4.56 -1.14 -4.15 -0.51
H 4.76 1.31 -6.02 0.20
H 3.16 1.86 -6.31 0.24
H 3.83 0.28 -7.13 0.42
H 3.87 -3.23 -3.34 -0.06
H 2.74 -4.07 -3.92 0.37
C -0.76 7.54 3.06 -1.40
C -0.22 6.74 1.82 0.15
C -0.76 5.31 1.82 0.20
O 0.04 4.59 0.95 -0.27
C -0.62 3.38 0.50 1.42
N -0.41 7.33 0.50 -0.66
H -0.49 8.57 3.05 0.41
H -0.54 7.07 4.06 0.34
H -1.89 7.56 3.02 0.29
H 0.86 6.57 1.97 0.33
H -1.85 5.31 1.68 -0.54
H -0.68 4.91 2.84 0.36
H -1.67 3.55 0.24 -0.57
H -0.61 2.63 1.29 -0.16
H -0.19 3.10 -0.47 -0.13
H -0.08 6.64 -0.11 0.12
H 0.13 8.19 0.51 0.29
C 1.54 0.80 1.84 -0.42
C 1.19 -0.48 1.08 0.71
C 0.06 -0.15 0.12 0.67
O -1.13 0.04 0.91 0.98
C -2.30 0.34 0.18 -1.45
N 2.31 -0.97 0.35 1.34
H 0.72 1.11 2.51 -0.28
H 1.72 1.58 1.06 -0.33
H 2.47 0.58 2.33 0.59
H 0.70 -1.19 1.79 -1.01
H -0.21 -1.02 -0.47 -1.01
H 0.27 0.72 -0.50 -0.15
H -2.19 1.24 -0.43 0.12
H -3.13 0.47 0.85 0.53
H -2.60 -0.41 -0.52 0.44
H 2.34 -2.02 0.23 -0.52
H 3.18 -0.83 0.91 -0.73
C -1.42 -4.97 -1.88 -1.90
C -0.38 -4.46 -0.87 2.30
C -0.71 -5.05 0.57 -0.95
O 0.27 -4.61 1.48 0.15
C 0.09 -5.33 2.64 -0.77
N 1.03 -4.78 -1.25 -0.24
H -1.48 -6.05 -1.85 0.50
H -1.07 -4.75 -2.91 0.36
H -2.40 -4.58 -1.67 0.37
H -0.44 -3.37 -0.71 -1.44
H -0.62 -6.11 0.53 0.50
H -1.74 -4.64 0.87 0.18
H -0.94 -5.19 3.17 0.05
H 0.88 -5.10 3.40 0.02
H 0.13 -6.43 2.43 0.59
H 1.66 -4.34 -0.57 -0.24
H 1.16 -5.78 -1.32 0.28
C -1.57 1.58 4.97 -0.93
C -3.03 2.13 4.72 -0.28
C -3.10 3.17 3.63 0.22
O -4.48 3.71 3.62 -0.49
C -4.61 4.60 2.54 -0.09
N -3.86 0.95 4.53 -0.54
H -1.22 1.03 4.06 -0.18
H -1.68 0.85 5.82 0.26
H -0.95 2.41 5.15 0.65
H -3.46 2.59 5.60 0.59
H -2.77 2.74 2.68 -0.26
H -2.48 4.00 3.85 0.46
H -4.62 4.01 1.62 0.03
H -3.75 5.30 2.57 -0.06
H -5.47 5.26 2.74 0.34
H -4.85 1.22 4.49 0.30
H -3.68 0.40 3.73 -0.02
C -1.35 0.71 -6.75 -1.28
C -2.06 -0.66 -6.72 0.26
C -2.50 -0.95 -5.26 0.16
O -1.34 -1.23 -4.47 -0.33
C -1.62 -1.54 -3.12 0.95
N -3.26 -0.70 -7.59 -0.72
H -2.01 1.57 -6.53 0.16
H -1.00 0.84 -7.80 0.43
H -0.56 0.77 -6.05 0.22
H -1.27 -1.38 -6.99 0.38
H -3.07 -1.90 -5.25 0.26
H -3.02 -0.04 -4.88 -0.25
H -0.73 -1.92 -2.65 -0.77
H -2.39 -2.32 -2.93 0.21
H -1.93 -0.58 -2.61 -0.28
H -4.07 -0.18 -7.21 0.28
H -3.56 -1.67 -7.59 0.34
C -4.93 1.03 -1.41 -0.54
C -5.04 0.55 -2.78 2.19
C -6.02 -0.66 -2.83 -1.23
O -6.18 -1.00 -4.19 -0.20
C -7.19 -1.97 -4.48 -0.91
N -5.32 1.66 -3.70 -0.55
H -4.01 1.66 -1.27 -0.35
H -5.00 0.24 -0.67 0.02
H -5.72 1.75 -1.19 0.56
H -4.10 0.20 -3.15 -1.34
H -6.92 -0.26 -2.40 0.49
H -5.69 -1.53 -2.23 0.42
H -8.14 -1.49 -4.21 0.32
H -7.04 -2.81 -3.86 0.35
H -7.10 -2.21 -5.53 0.22
H -5.48 1.23 -4.60 0.25
H -6.16 2.13 -3.42 0.33
C -4.93 5.22 -1.45 -1.41
C -3.46 5.41 -1.17 2.23
C -2.53 5.04 -2.34 -1.24
O -2.58 3.62 -2.69 0.11
C -2.05 3.34 -3.99 -1.02
N -3.19 6.80 -0.72 -0.49
H -5.51 5.39 -0.56 0.43
H -5.09 4.24 -1.91 0.02
H -5.27 5.89 -2.28 0.43
H -3.18 4.77 -0.40 -1.22
H -1.50 5.23 -2.04 0.21
H -2.72 5.72 -3.19 0.55
H -1.91 2.26 -4.03 0.02
H -1.13 3.86 -4.21 0.60
H -2.77 3.73 -4.77 0.32
H -2.29 7.01 -0.21 0.16
H -3.54 7.51 -1.36 0.25
C -5.51 -2.08 1.68 -1.46
C -4.04 -2.44 2.05 1.79
O -3.93 -3.72 2.67 -0.74
H -5.64 -1.10 1.27 0.23
H -6.04 -2.03 2.64 0.41
H -6.02 -2.85 1.13 0.40
H -3.66 -1.63 2.68 -0.57
H -3.28 -2.41 1.16 -0.34
H -3.18 -3.80 3.23 0.18
C 2.06 3.39 -2.58 0.55
C 2.86 3.07 -3.80 -0.07
O 4.14 2.43 -3.50 -0.16
H 2.47 4.24 -2.02 0.22
H 2.04 2.53 -1.94 -0.48
H 1.00 3.67 -2.88 -0.21
H 3.02 4.01 -4.40 0.22
H 2.22 2.37 -4.41 -0.17
H 4.01 1.47 -3.39 -0.05
```

***

Record 3
Entry from the OMol25 dataset: one molecule with the formula C5H9N at a distorted geometry (the ωB97M-V functional and the def2-TZVPD basis).

```
15
Properties=species:S:1:pos:R:3:mulliken_charge:R:1
C -1.34 0.00 -0.08 -0.44
C -0.38 -1.26 -0.16 -0.80
C 0.87 -0.60 0.36 0.14
N 2.17 -0.09 -0.18 -0.56
C 0.91 0.63 -0.40 -0.04
C -0.38 1.28 0.12 -0.69
H -1.97 0.14 -0.97 0.27
H -2.02 -0.19 0.80 0.31
H -0.80 -2.05 0.49 0.31
H -0.31 -1.61 -1.20 0.29
H 0.74 -0.40 1.45 0.19
H 2.88 0.27 0.54 0.27
H 0.62 0.25 -1.43 0.19
H -0.64 2.09 -0.53 0.30
H -0.35 1.54 1.19 0.26
```

***

Going through the records in order, we get HOMO values of -8.62, -8.51, -8.82 eV.
Going through the records in order, we get HOMO-LUMO gap values of 7.38, 9.11, 10.04 eV.